Below is a cluster of 5 separate species, C36H71BNO7Si in total in a non-equilibrium geometry, with properties calculated with ωB97M-V with the def2-TZVPD basis set.

Structure (XYZ):
```
117
Properties=species:S:1:pos:R:3:forces:R:3
C 5.021 -3.072 3.259 -0.178 -0.503 0.800
C 4.108 -4.012 2.223 0.421 1.634 0.283
C 2.535 -3.535 2.483 1.236 -1.918 0.723
O 2.571 -2.069 2.600 -1.929 -0.413 -2.060
C 1.624 -1.408 1.688 0.037 0.548 -0.133
C 1.930 -1.680 0.081 -1.211 -1.713 -2.675
C 0.805 -2.680 -0.647 2.793 1.040 -3.046
C 0.911 -3.065 -2.260 3.631 3.489 2.815
C 2.205 -2.340 -3.031 -1.282 0.050 3.292
C 2.326 -2.652 -4.654 -0.915 -0.384 0.672
C 1.456 -1.559 -5.537 -1.225 0.399 -0.783
O 0.975 -0.402 -4.720 1.060 0.093 -1.891
C 3.251 -1.369 -2.191 -2.926 -2.029 0.539
B 4.471 -0.718 -3.140 1.709 0.664 -0.003
C 4.123 0.347 -4.384 0.193 -0.084 -0.214
O 5.883 -1.063 -2.844 -3.743 -1.732 -0.993
N 3.126 -1.073 -0.682 -3.633 -3.404 -1.786
C 4.107 -0.218 0.086 1.236 1.623 1.959
C 3.651 1.368 0.246 -0.343 -0.106 -0.087
C 2.683 1.920 -0.953 -0.761 1.339 0.942
C 1.074 1.504 -0.756 0.274 0.621 -1.408
C 0.099 2.856 -0.883 0.487 0.661 0.453
C -1.258 2.751 0.057 0.544 0.328 -0.904
C -2.554 2.583 -0.947 0.191 0.157 1.307
C -3.725 1.702 -0.168 -0.629 1.473 0.195
Si -4.286 0.186 -1.218 -0.048 0.057 -0.110
C -2.762 -1.018 -1.347 0.367 -0.416 -0.183
C -4.829 0.765 -3.008 -0.495 -0.368 -0.434
C -5.832 -0.746 -0.488 -3.653 -2.757 1.600
C -6.727 -0.241 0.790 -1.164 -3.839 -2.188
C -8.044 -1.153 1.252 1.422 -1.304 -2.684
C -8.490 -2.540 0.470 4.085 2.230 -1.431
C -7.554 -3.045 -0.783 1.198 3.465 1.718
C -6.240 -2.165 -1.266 -2.784 1.013 3.307
H 4.447 -3.003 4.301 1.270 -0.047 -2.241
H 5.189 -1.983 2.860 -0.426 -2.217 0.722
H 6.070 -3.548 3.497 -2.100 0.863 -0.690
H 4.486 -3.704 1.135 -1.051 -1.001 2.161
H 4.292 -5.148 2.450 -0.560 2.277 -0.583
H 1.782 -3.954 1.691 1.467 1.086 1.286
H 2.235 -4.034 3.524 0.488 1.418 -2.108
H 1.704 -0.254 1.867 0.037 -2.247 -0.260
H 0.501 -1.714 1.947 2.433 0.449 -0.944
H -0.097 -3.174 -0.055 2.285 1.455 -1.068
H 0.141 -3.773 -2.819 1.849 1.710 1.371
H 1.772 -3.697 -4.813 1.356 2.268 0.482
H 3.423 -2.812 -5.029 -2.043 0.635 0.852
H 0.459 -2.070 -5.949 2.339 0.803 0.917
H 2.021 -1.143 -6.476 -0.744 -1.044 1.885
H 1.000 0.430 -5.301 -0.068 -1.990 1.203
H 5.071 1.021 -4.617 -2.078 -1.323 0.607
H 3.921 -0.258 -5.392 0.408 1.146 2.180
H 3.151 0.978 -4.160 2.105 -1.235 -0.534
H 5.874 -2.079 -2.751 0.340 2.204 0.344
H 4.226 -0.605 1.210 -0.552 0.319 -2.715
H 5.202 -0.199 -0.325 -2.390 -0.610 0.088
H 3.121 1.488 1.307 1.048 -0.069 -2.534
H 4.627 2.013 0.279 -1.779 -1.336 -0.032
H 3.048 1.690 -2.041 -0.523 0.154 2.188
H 2.686 3.110 -0.859 0.199 -2.621 -0.186
H 0.869 0.958 0.261 0.462 1.079 -1.987
H 0.840 0.796 -1.688 0.162 1.223 2.261
H -0.145 3.068 -2.030 0.278 -0.642 2.512
H 0.661 3.842 -0.512 -0.806 -2.388 -0.721
H -1.347 3.743 0.702 0.068 -2.150 -1.380
H -1.124 1.862 0.822 -0.453 1.645 -1.652
H -2.198 2.100 -1.954 -0.752 0.878 1.923
H -2.948 3.679 -1.167 0.761 -2.452 0.253
H -3.402 1.375 0.919 -0.533 0.765 -2.173
H -4.655 2.436 -0.064 1.786 -1.624 0.032
H -1.834 -0.386 -1.680 -1.592 -1.243 0.526
H -2.527 -1.530 -0.314 -0.496 0.872 -2.093
H -3.018 -1.811 -2.178 0.752 1.334 1.695
H -5.059 1.912 -2.978 0.547 -2.116 -0.349
H -5.829 0.194 -3.273 2.011 1.230 0.439
H -4.017 0.458 -3.802 -1.588 0.932 1.435
H -6.434 0.755 1.363 -0.795 -2.439 -1.340
H -8.740 -0.823 2.150 1.776 -0.620 -2.084
H -9.415 -3.200 0.782 2.109 1.699 -0.586
H -7.808 -4.034 -1.355 0.498 2.136 1.255
H -5.602 -2.548 -2.181 -1.453 0.893 2.102
C 2.681 4.290 4.193 -0.046 0.069 -0.145
C 1.599 4.402 3.140 0.103 0.034 0.485
O 1.695 3.316 2.230 -0.091 -0.629 -0.374
H 3.673 4.288 3.728 -0.199 0.073 0.104
H 2.625 5.123 4.900 0.063 -0.130 -0.002
H 2.588 3.351 4.747 -0.036 0.190 0.006
H 1.710 5.332 2.574 -0.064 -0.253 -0.119
H 0.605 4.391 3.596 -0.020 0.186 0.036
H 1.587 2.495 2.740 0.017 0.519 -0.160
C -2.128 5.984 -3.548 0.019 0.196 0.140
C -1.282 5.071 -4.411 -0.348 0.150 0.018
O -1.657 3.718 -4.199 -0.185 -0.453 -0.087
H -2.007 5.732 -2.489 0.087 0.045 -0.136
H -1.848 7.030 -3.696 -0.101 -0.066 0.038
H -3.190 5.866 -3.784 0.084 0.090 -0.077
H -0.223 5.176 -4.157 -0.127 -0.201 -0.033
H -1.407 5.308 -5.472 0.124 0.180 0.010
H -2.597 3.634 -4.436 0.488 0.007 0.145
C -6.544 -6.437 1.920 -0.084 -0.255 -0.014
C -5.559 -5.521 2.617 -0.280 0.120 -0.230
O -5.076 -4.546 1.705 0.068 0.286 -0.136
H -6.070 -6.936 1.068 0.003 0.034 0.169
H -6.923 -7.198 2.608 -0.040 0.040 -0.096
H -7.391 -5.867 1.525 0.015 -0.027 0.135
H -4.704 -6.092 2.991 -0.015 0.197 -0.107
H -6.030 -5.010 3.462 -0.016 -0.171 0.141
H -5.842 -4.039 1.385 0.349 -0.126 0.058
C 5.265 1.310 6.981 -0.017 -0.251 0.038
C 5.717 2.311 5.938 -0.032 0.049 0.416
O 4.805 3.398 5.881 0.024 0.283 0.249
H 4.263 0.935 6.745 0.155 0.020 -0.045
H 5.955 0.464 7.034 -0.075 0.049 0.080
H 5.205 1.780 7.968 0.124 -0.064 -0.063
H 5.754 1.844 4.949 -0.090 0.218 0.046
H 6.712 2.701 6.173 0.107 -0.192 -0.072
H 4.785 3.811 6.761 0.018 -0.197 -0.469
```
Positions in Å, forces in eV/Å.

The value obtained for the HOMO energy is -10.03 eV. The net charge is +1. For the frontier orbital gap, the calculation gives 5.68 eV. For the largest force on an atom, the calculation gives 5.8 eV/Å.



Below is an isolated molecule of C4H8O in a non-equilibrium geometry, with properties calculated with ωB97M-V with the def2-TZVPD basis set.

Structure (XYZ):
```
13
Properties=species:S:1:pos:R:3:forces:R:3
C -1.373 -0.812 -0.110 0.198 0.602 -0.445
C -0.497 0.220 0.493 0.109 1.173 -0.246
C 0.341 1.112 -0.428 0.157 -0.860 -0.842
C 0.968 0.099 0.489 1.001 0.022 0.594
H -2.237 -0.292 -0.539 0.223 -0.366 -0.513
H -0.675 -1.279 -0.815 -1.020 -0.495 -0.265
H -1.782 -1.494 0.613 0.188 -0.545 0.308
H -0.887 0.816 1.282 -0.354 0.030 0.890
H 0.339 0.845 -1.498 -0.030 0.092 0.603
H 0.491 2.162 -0.236 -0.142 0.088 0.170
H 1.455 0.516 1.391 0.040 -0.481 -0.612
H 2.304 -0.805 -0.597 -0.469 -0.227 0.360
O 1.551 -1.087 -0.047 0.100 0.966 -0.001
```
Positions in Å, forces in eV/Å.

The value obtained for the HOMO energy is -9.66 eV. The energy above the lowest of the compared OMol25 structures with the same formula, charge and spin is 125.1 kJ/mol. For the frontier orbital gap, the calculation gives 10.68 eV. For the largest force on an atom, the calculation gives 1.2 eV/Å. As for the structure (SMILES): C[C@@H]1C[C@@H]1O.



Below is a structure of composition C45H55BeN3O2SbSi, with properties calculated with ωB97M-V with the def2-TZVPD basis set.

Structure (XYZ):
```
108
Properties=species:S:1:pos:R:3:forces:R:3
Be 0.965 1.277 -0.563 -0.226 0.210 0.122
N -0.635 4.629 -3.329 -0.079 0.034 0.080
C -0.716 3.270 -3.977 0.059 0.140 -0.048
C -0.573 2.207 -2.907 -0.148 -0.062 0.123
N 0.649 2.350 -2.117 0.239 0.048 -0.017
C 0.748 3.701 -1.537 0.097 0.076 -0.058
C 0.666 4.793 -2.580 -0.083 0.021 -0.160
H -1.407 4.722 -2.662 0.037 0.005 -0.035
H -0.752 5.370 -4.022 0.029 -0.047 0.002
H 0.097 3.237 -4.703 -0.032 -0.046 -0.020
H -1.669 3.205 -4.497 -0.003 -0.060 0.008
H -0.613 1.224 -3.373 0.028 0.008 -0.028
H -1.413 2.265 -2.206 -0.019 -0.058 0.009
H 1.485 2.157 -2.665 -0.009 0.011 -0.060
H 1.688 3.782 -0.991 0.029 -0.024 -0.006
H -0.058 3.801 -0.810 -0.026 0.000 0.032
H 1.459 4.729 -3.327 0.001 0.014 0.026
H 0.666 5.788 -2.138 0.038 -0.021 0.049
C -7.276 0.407 5.314 -0.024 -0.026 0.007
C -5.979 -0.201 4.851 0.011 0.067 0.002
C -5.787 -1.572 4.947 0.016 0.003 -0.028
C -4.602 -2.155 4.522 -0.011 -0.008 -0.004
C -3.602 -1.367 3.986 -0.027 -0.033 0.028
C -3.775 0.012 3.900 0.052 0.090 -0.036
N -2.776 0.824 3.314 0.017 -0.072 -0.003
C -1.425 0.670 3.485 -0.073 -0.013 0.039
C -0.903 0.046 4.631 -0.009 -0.010 0.025
C 0.456 -0.076 4.815 0.024 -0.009 -0.002
C 1.360 0.409 3.869 -0.068 -0.008 -0.028
C 0.863 1.014 2.736 0.008 0.028 0.046
C -0.514 1.153 2.522 0.043 0.101 -0.065
C -0.989 1.812 1.284 0.017 -0.019 0.026
O -2.113 2.287 1.156 -0.004 -0.040 -0.014
O -0.139 1.883 0.293 -0.042 -0.018 -0.012
C -4.958 0.612 4.337 -0.123 -0.044 0.057
C -5.139 2.102 4.245 0.036 0.022 -0.004
H -7.993 -0.370 5.576 0.006 -0.001 0.001
H -7.726 1.035 4.544 0.000 0.000 -0.022
H -7.132 1.035 6.195 0.016 0.006 0.010
H -6.579 -2.189 5.353 -0.003 -0.017 0.008
H -4.468 -3.227 4.591 0.005 -0.008 0.001
H -2.685 -1.812 3.622 0.020 0.005 -0.010
H -3.036 1.436 2.551 -0.001 0.001 0.029
H -1.588 -0.319 5.384 0.011 -0.003 0.003
H 0.822 -0.546 5.719 0.007 -0.005 0.014
H 2.427 0.323 4.023 0.011 -0.006 0.007
H 1.550 1.410 1.999 0.007 -0.013 -0.025
H -4.180 2.617 4.269 0.006 -0.013 -0.003
H -5.745 2.478 5.066 -0.013 0.001 0.024
H -5.643 2.390 3.318 -0.004 -0.009 -0.019
C 0.043 -2.365 2.035 0.014 0.000 -0.009
C -0.427 -3.351 1.001 0.028 -0.048 0.008
C -0.927 -4.591 1.397 -0.016 0.024 0.000
C -1.326 -5.538 0.467 0.017 0.026 -0.017
C -1.229 -5.265 -0.890 -0.028 -0.020 -0.039
C -0.740 -4.037 -1.307 -0.051 -0.064 0.053
C -0.348 -3.087 -0.369 0.071 0.095 0.114
Sb 0.449 -1.272 -1.128 0.192 0.215 -0.304
C -0.848 -1.171 -2.821 -0.172 -0.173 0.090
C -0.436 -1.474 -4.114 0.012 0.060 -0.035
C -1.306 -1.340 -5.190 -0.019 0.020 0.028
C -2.607 -0.917 -4.965 0.026 -0.027 -0.017
C -3.036 -0.653 -3.670 -0.017 0.014 0.013
C -2.176 -0.777 -2.583 0.027 0.031 -0.052
C -2.680 -0.496 -1.191 -0.030 -0.028 0.000
C 2.256 -2.053 -1.944 -0.009 -0.082 0.090
C 2.765 -3.185 -1.303 0.027 -0.052 -0.134
C 4.009 -3.696 -1.636 -0.036 0.013 -0.016
C 4.760 -3.074 -2.622 0.026 -0.019 0.006
C 4.265 -1.947 -3.253 -0.008 0.011 -0.042
C 3.022 -1.413 -2.922 0.024 0.009 0.063
C 2.586 -0.160 -3.637 -0.024 0.050 0.024
H -0.272 -2.659 3.035 0.003 -0.018 -0.010
H -0.339 -1.359 1.851 -0.020 -0.035 -0.008
H 1.134 -2.293 2.048 0.002 -0.011 -0.025
H -1.001 -4.812 2.454 -0.002 -0.005 0.013
H -1.711 -6.492 0.801 -0.006 -0.017 0.012
H -1.534 -6.000 -1.622 0.000 -0.007 0.013
H -0.667 -3.828 -2.368 0.002 0.017 0.024
H 0.573 -1.825 -4.291 0.025 -0.030 0.017
H -0.974 -1.581 -6.191 0.011 -0.010 -0.021
H -3.299 -0.822 -5.791 -0.012 0.008 -0.020
H -4.065 -0.359 -3.496 -0.006 0.001 -0.005
H -3.736 -0.231 -1.200 0.011 0.017 -0.014
H -2.139 0.327 -0.714 0.003 0.020 0.001
H -2.572 -1.374 -0.549 0.013 -0.010 -0.001
H 2.180 -3.693 -0.547 -0.020 0.021 0.027
H 4.386 -4.575 -1.132 0.005 -0.011 0.010
H 5.732 -3.463 -2.896 0.008 -0.001 -0.003
H 4.862 -1.456 -4.014 0.005 0.004 -0.013
H 2.424 -0.343 -4.701 0.027 -0.014 -0.020
H 3.348 0.615 -3.536 0.026 0.014 0.027
H 1.652 0.231 -3.234 -0.027 -0.083 0.005
C 6.038 1.083 1.643 0.034 -0.022 0.118
Si 5.700 1.535 -0.126 -0.084 -0.036 0.056
C 6.527 0.342 -1.282 0.100 -0.068 -0.103
C 6.256 3.275 -0.479 0.047 0.121 -0.023
C 3.879 1.445 -0.376 -0.118 0.073 -0.103
C 2.664 1.381 -0.470 0.043 -0.143 0.147
H 7.101 1.177 1.873 0.015 -0.006 0.021
H 5.737 0.054 1.844 -0.009 -0.018 0.013
H 5.483 1.735 2.319 0.005 0.007 0.029
H 7.592 0.276 -1.049 0.020 -0.021 -0.036
H 6.431 0.663 -2.321 -0.003 -0.017 -0.022
H 6.095 -0.655 -1.195 -0.007 -0.033 0.011
H 7.328 3.377 -0.295 0.019 0.020 -0.007
H 5.738 3.990 0.162 -0.003 0.019 0.008
H 6.068 3.547 -1.519 -0.005 0.017 -0.016
```
Positions in Å, forces in eV/Å.

The value obtained for the HOMO energy is -9.14 eV. The net charge is +1. For the frontier orbital gap, the calculation gives 6.02 eV. For the largest force on an atom, the calculation gives 0.4 eV/Å.